Entry 1:
{
  "formula": "C39H30N12RuSe",
  "method": "ωB97M-V/def2-TZVPD",
  "elements": ["Ru", "C", "C", "N", "C", "C", "N", "C", "C", "C", "C", "C", "N", "C", "C", "N", "C", "C", "N", "C", "C", "C", "N", "C", "C", "H", "H", "H", "H", "H", "H", "H", "H", "H", "H", "H", "H", "N", "C", "C", "C", "C", "C", "C", "C", "C", "C", "C", "C", "C", "H", "H", "H", "H", "H", "H", "H", "H", "H", "H", "N", "C", "C", "C", "N", "C", "N", "C", "N", "C", "C", "N", "C", "C", "Se", "H", "H", "H", "H", "H", "H", "H", "H"],
  "positions_angstrom": [[-0.124900, -0.528600, -0.061500], [3.975100, 2.132100, 1.398300], [2.870200, 1.960900, 0.393600], [1.686400, 1.371900, 1.038300], [1.518500, 1.279400, 2.395200], [2.492700, 1.907300, 3.151500], [3.713900, 2.186900, 2.643600], [0.383400, 0.527100, 2.894500], [0.210900, 0.334300, 4.257400], [-0.895700, -0.386100, 4.737200], [-1.809200, -0.847900, 3.797800], [-1.601500, -0.637700, 2.434300], [-0.486900, 0.024500, 1.985800], [-2.525100, -1.093800, 1.434600], [-3.851400, -1.482300, 1.713700], [-4.702700, -1.855000, 0.798700], [-4.281200, -1.818400, -0.481100], [-2.995100, -1.455700, -0.809900], [-2.089900, -1.121400, 0.121500], [-1.076400, -0.648800, 6.165300], [-2.348900, -0.846200, 6.711300], [-2.462400, -1.090600, 8.068300], [-1.417300, -1.142400, 8.869700], [-0.209400, -0.965500, 8.376400], [0.016500, -0.720900, 7.033800], [5.001000, 2.197700, 1.073400], [2.612600, 2.904300, -0.106500], [2.388800, 2.073900, 4.209800], [0.929000, 0.743700, 4.944800], [-2.660000, -1.424000, 4.123300], [-4.224500, -1.476900, 2.728200], [-5.003500, -2.095900, -1.232200], [-2.666700, -1.449000, -1.844500], [-3.237700, -0.793000, 6.100900], [-3.427000, -1.246600, 8.531400], [0.607300, -1.017200, 9.081600], [1.025000, -0.611000, 6.674100], [-1.292800, 1.713900, -0.589000], [-0.292200, 2.469800, -1.232800], [0.124000, 3.685500, -0.696100], [1.075600, 4.454600, -1.346800], [1.617100, 4.010000, -2.543300], [1.245300, 2.779600, -3.052100], [0.304600, 1.977700, -2.406500], [0.000200, 0.639300, -2.944400], [-0.038500, 0.476500, -4.332400], [-0.202500, -0.768900, -4.900900], [-0.333100, -1.886400, -4.090100], [-0.325600, -1.736800, -2.712600], [-0.144800, -0.486900, -2.117200], [-1.737200, 2.228500, 0.164800], [-1.987400, 1.346400, -1.235200], [-0.306400, 4.029300, 0.237100], [1.395200, 5.397200, -0.925300], [2.322700, 4.621600, -3.083400], [1.711900, 2.428000, -3.958300], [0.043900, 1.344300, -4.966700], [-0.226100, -0.864900, -5.977800], [-0.439600, -2.866700, -4.531200], [-0.444800, -2.622900, -2.090000], [1.630200, 0.339900, 0.117200], [2.738200, 0.766100, -0.528800], [3.420500, 0.149700, -1.549400], [4.571000, 0.708100, -2.125600], [5.509100, 1.183900, -2.583600], [2.990400, -1.143300, -1.896700], [2.632400, -2.221400, -2.076000], [2.594300, -5.119200, -0.387700], [1.170700, -5.317700, -0.394100], [0.512800, -6.376800, -0.946100], [-0.813200, -6.191000, -0.739000], [-0.961800, -5.017500, -0.056900], [-2.217000, -4.466300, 0.363800], [0.262400, -4.478400, 0.143300], [0.676100, -2.958200, 1.113200], [3.100900, -6.081000, -0.319800], [2.858900, -4.504800, 0.474200], [2.905900, -4.596000, -1.294700], [1.027600, -7.182100, -1.427100], [-1.651900, -6.797600, -1.008500], [-2.906900, -5.265400, 0.628800], [-2.663000, -3.871300, -0.437100], [-2.051900, -3.828600, 1.231900]],
  "atomic_forces_ev_per_a": [[-0.619, 0.522, -0.448], [-0.295, -0.129, 0.173], [-0.146, 0.221, 0.060], [-0.677, 1.804, 0.870], [1.588, 0.560, 0.112], [-2.032, -1.070, 0.116], [1.592, 0.334, -0.646], [-0.481, -0.069, -0.373], [-0.930, -0.548, 0.366], [0.907, 0.637, -0.703], [-0.214, -0.088, -0.857], [1.600, 0.813, 1.610], [-0.985, -0.708, 0.845], [-0.928, -0.665, -2.282], [1.004, 0.379, 0.495], [-0.325, -0.181, -1.374], [-0.406, 0.034, 1.029], [0.365, 0.200, -0.181], [-1.072, -0.225, 1.455], [-0.128, -0.159, 0.810], [0.265, 0.060, -0.217], [-0.073, 0.047, -0.298], [-0.183, -0.187, 0.965], [0.135, 0.086, -0.299], [-0.234, 0.052, -0.298], [0.225, 0.029, -0.126], [0.157, -0.129, -0.020], [-0.184, 0.119, 0.102], [0.105, 0.024, 0.056], [-0.039, -0.056, 0.009], [0.063, 0.044, 0.112], [-0.011, -0.025, -0.160], [0.094, 0.017, 0.127], [-0.073, 0.049, -0.031], [-0.112, 0.007, -0.030], [0.143, -0.021, 0.014], [0.182, 0.017, -0.079], [0.547, -1.460, 0.442], [0.743, 0.654, -0.693], [-0.187, -0.166, -0.013], [-0.012, -0.026, -0.038], [-0.046, 0.103, 0.003], [-0.080, 0.096, 0.162], [-0.087, 0.307, 0.358], [0.129, -0.166, 0.157], [-0.105, -0.102, 0.168], [0.018, -0.105, -0.117], [0.032, -0.032, 0.015], [-0.178, 0.001, -0.146], [-0.530, -0.617, 0.392], [0.069, -0.188, -0.025], [0.091, 0.138, 0.073], [-0.058, 0.041, 0.013], [-0.061, 0.052, 0.033], [0.148, 0.018, 0.014], [0.058, -0.123, -0.079], [0.018, 0.129, -0.084], [-0.013, -0.039, -0.016], [-0.014, -0.084, -0.023], [0.074, 0.087, -0.024], [1.343, -0.693, -0.921], [-0.252, -0.784, 0.211], [-0.437, 0.317, 0.285], [0.077, 0.126, -0.007], [0.479, 0.283, -0.236], [0.076, -0.279, -0.096], [-0.064, -0.385, -0.127], [0.976, 0.252, -0.084], [-1.049, 0.311, 0.247], [-0.380, -0.322, -0.131], [0.230, -0.378, -0.241], [0.963, -0.038, -0.122], [-0.610, 0.366, 0.147], [-0.102, 0.042, -0.191], [-0.104, 1.614, -0.083], [-0.138, 0.006, 0.019], [-0.004, -0.122, -0.168], [-0.075, -0.015, 0.129], [0.116, -0.134, -0.095], [-0.146, -0.143, -0.075], [0.104, -0.052, -0.003], [0.123, -0.197, 0.122], [0.036, -0.082, -0.056]],
  "homo_ev": [-9.40, -9.35],
  "total_charge": 1,
  "s2": 0.7603,
  "multiplicity": 2,
  "homo_lumo_gap_ev": [5.15, 5.02],
  "e_above_lowest_ev": 1.305
}

---

Entry 2:
{
  "formula": "C2H4FNO2",
  "method": "ωB97M-V/def2-TZVPD",
  "elements": ["C", "C", "N", "O", "O", "F", "H", "H", "H", "H"],
  "positions_angstrom": [[-0.245035, 0.216782, -0.081788], [0.502461, -0.934445, 0.326382], [0.005220, -2.209582, 0.722752], [-1.153568, -2.263742, 0.899227], [0.827349, -3.047946, 0.905465], [0.827998, -0.196548, 2.664036], [0.133160, 0.758286, -0.993275], [-0.358664, 1.034480, 0.619212], [-1.349759, -0.039311, -0.104000], [1.598557, -1.009033, 0.542978]],
  "atomic_forces_ev_per_a": [[-2.525, -0.024, -1.426], [3.749, 2.575, 3.587], [0.267, 0.929, -0.065], [-3.534, -0.668, 0.421], [1.334, -1.572, 0.035], [-0.421, -0.869, -2.434], [-0.221, -0.946, 0.615], [1.010, -0.008, 1.021], [1.183, -0.064, -0.748], [-0.841, 0.649, -1.006]],
  "homo_ev": [-10.86, -10.86],
  "homo_lumo_gap_ev": [7.27, 7.27],
  "e_above_lowest_ev": 7.710
}